one | # C4H12NS

A 3-piece molecular cluster, C4H12NS overall (ωB97M-V with the def2-TZVPD basis set, the Open Molecules 2025 dataset).

Atoms and positions in Å:
C (-0.474, -1.407, -2.126)
C (-0.748, -0.070, -2.751)
C (-1.620, 0.211, -3.716)
C (0.108, 0.786, 0.934)
S (-0.365, -0.795, 1.377)
N (1.389, 0.826, 4.649)
H (0.520, -1.848, -2.389)
H (-0.352, -1.185, -1.060)
H (-1.193, -2.192, -2.394)
H (-0.237, 0.730, -2.203)
H (-1.792, 1.209, -4.121)
H (-2.075, -0.583, -4.298)
H (-0.043, 1.534, 1.736)
H (1.171, 0.734, 0.701)
H (0.851, -1.155, 1.947)
H (2.251, 0.429, 4.291)
H (0.970, 1.419, 3.948)
H (1.638, 1.356, 5.474)

Net charge: +1
E_HOMO: -12.944 eV

two | # C4H12NS

An isolated ion of composition C4H12NS and charge +1 (ωB97M-V with the def2-TZVPD basis set, the Open Molecules 2025 dataset).

Atoms and positions in Å:
C (-1.660, -0.932, 0.445)
C (-0.206, -1.111, 0.007)
C (0.342, 0.023, -0.864)
S (0.928, 1.450, 0.179)
C (2.469, 0.644, 0.718)
N (-2.684, -1.275, -0.643)
H (-1.681, 0.067, 1.097)
H (-1.844, -1.587, 1.324)
H (0.477, -1.215, 0.850)
H (-0.141, -1.980, -0.661)
H (1.163, -0.258, -1.524)
H (-0.507, 0.233, -1.518)
H (3.156, 1.392, 1.102)
H (2.167, -0.121, 1.419)
H (2.880, 0.197, -0.195)
H (-2.691, -2.287, -0.583)
H (-1.927, -0.121, -0.478)
H (-3.207, -0.736, -1.312)

Net charge: +1
E_HOMO: -12.470 eV

three | # C4H12NS

An isolated ion of composition C4H12NS and charge +1 (ωB97M-V with the def2-TZVPD basis set, the Open Molecules 2025 dataset).

Atoms and positions in Å:
C (1.374, -1.148, -0.937)
C (0.306, -0.547, -0.056)
N (0.832, -0.378, 1.372)
C (-0.159, 0.820, -0.571)
C (-1.411, 1.373, 0.120)
S (-2.976, 0.697, -0.467)
H (2.279, -0.545, -0.811)
H (1.695, -2.144, -0.623)
H (0.962, -1.170, -1.939)
H (-0.567, -1.191, 0.057)
H (1.651, 0.249, 1.446)
H (0.222, 0.051, 2.078)
H (1.170, -1.287, 1.689)
H (-0.420, 0.566, -1.602)
H (0.614, 1.589, -0.512)
H (-1.257, 1.249, 1.206)
H (-1.623, 2.438, 0.047)
H (-2.692, -0.622, -0.497)

SMILES string: C[C@@H]([NH3+])CCS
Net charge: +1
E_HOMO: -12.640 eV

Which is the most stable structure? three is the most stable.

one | # C3H6O2S2

C3H6O2S2 in the gas phase (ωB97M-V with the def2-TZVPD basis set, the Open Molecules 2025 dataset).

Atoms and positions in Å:
C (-0.353, -1.317, -1.206)
C (-0.973, -0.105, -0.541)
C (0.175, 1.044, 0.169)
S (-0.526, 1.778, 1.737)
S (1.141, 0.647, 1.605)
O (2.329, 1.394, 1.890)
O (0.974, -0.684, 2.085)
H (-1.120, -1.888, -1.568)
H (0.316, -1.810, -0.480)
H (0.300, -0.902, -2.046)
H (-1.570, -0.538, 0.113)
H (-1.334, 0.668, -1.269)
H (0.640, 1.713, -0.489)

SMILES string: CC[C@H]1SS1(=O)=O
E_HOMO: -9.780 eV

two | # C3H6O2S2

A 2-piece molecular cluster, C3H6O2S2 overall (ωB97M-V with the def2-TZVPD basis set, the Open Molecules 2025 dataset).

Atoms and positions in Å:
O (0.273, -1.917, -0.887)
C (0.399, -0.712, -0.987)
C (0.783, 0.137, 0.190)
S (1.161, -1.003, 1.595)
C (0.455, 1.559, 0.511)
S (1.980, 1.391, -0.349)
H (0.288, -0.050, -1.851)
H (0.399, -1.916, 0.946)
H (-0.333, 1.994, 0.019)
H (0.276, 1.853, 1.582)
O (-1.783, -0.091, -0.439)
H (-2.134, -0.901, -0.803)
H (-1.763, -0.342, 0.475)

SMILES string: O=C[C@]1(S)CS1.O
E_HOMO: -9.033 eV

three | # C3H6O2S2

C3H6O2S2 in the gas phase (ωB97M-V with the def2-TZVPD basis set, the Open Molecules 2025 dataset).

Atoms and positions in Å:
C (0.229, -0.673, -1.448)
C (0.608, 0.251, 0.442)
C (-0.375, 0.232, 1.461)
O (1.377, 1.966, -1.717)
O (-1.053, 1.574, -1.329)
S (-0.790, -1.428, 2.059)
S (0.285, 1.102, -1.176)
H (1.183, -1.270, -1.366)
H (-0.730, -1.153, -1.790)
H (1.590, -0.184, 0.584)
H (-1.285, 0.674, 1.118)
H (0.049, 0.690, 2.385)
H (-1.089, -1.781, 0.777)

E_HOMO: -9.607 eV

Which is the most stable structure? two is the most stable.

one | # C23H34NO3S2SbSeTi

C23H34NO3S2SbSeTi as an isolated structure (ωB97M-V with the def2-TZVPD basis set, the Open Molecules 2025 dataset).

Atoms and positions in Å:
Ti (1.279, -0.437, 0.527)
C (0.507, -1.624, -3.946)
C (0.184, -1.973, -2.519)
C (-1.145, -1.891, -2.076)
C (-1.442, -2.056, -0.739)
C (-0.445, -2.372, 0.178)
C (0.887, -2.550, -0.262)
C (1.171, -2.335, -1.630)
H (0.063, -2.335, -4.649)
H (1.586, -1.605, -4.102)
H (0.114, -0.630, -4.175)
H (-1.928, -1.679, -2.796)
H (-2.466, -1.961, -0.397)
H (-0.697, -2.609, 1.200)
H (1.574, -3.116, 0.352)
H (2.194, -2.432, -1.973)
C (-0.908, 2.367, 3.662)
C (-0.340, 1.138, 2.984)
S (-0.539, 1.048, 1.235)
C (0.300, 0.170, 3.653)
C (0.403, 0.116, 5.156)
S (1.069, -1.173, 2.830)
H (-1.157, 3.107, 2.902)
H (-0.178, 2.810, 4.345)
H (-1.816, 2.149, 4.237)
H (-0.206, 0.885, 5.636)
H (1.443, 0.230, 5.477)
H (0.066, -0.868, 5.492)
C (-4.130, 1.505, -3.678)
C (-2.986, 2.449, -3.315)
Sb (-1.877, 1.710, -1.522)
C (-0.514, 3.421, -1.449)
C (-0.861, 4.639, -2.300)
C (-3.380, 2.558, -0.127)
C (-4.304, 3.662, -0.630)
H (-4.692, 1.858, -4.551)
H (-4.833, 1.397, -2.847)
H (-3.748, 0.506, -3.906)
H (-3.367, 3.458, -3.143)
H (-2.280, 2.503, -4.149)
H (0.446, 3.005, -1.753)
H (-0.432, 3.675, -0.392)
H (-0.939, 4.368, -3.354)
H (-0.085, 5.407, -2.208)
H (-1.810, 5.083, -1.992)
H (-2.795, 2.893, 0.728)
H (-3.973, 1.703, 0.208)
H (-3.738, 4.526, -0.985)
H (-4.969, 4.007, 0.170)
H (-4.932, 3.311, -1.452)
Se (3.834, -1.418, 0.509)
C (4.119, -3.071, 1.463)
C (3.777, -3.239, 2.809)
C (3.948, -4.462, 3.443)
C (4.493, -5.544, 2.764)
C (4.889, -5.377, 1.443)
C (4.704, -4.159, 0.804)
H (3.350, -2.403, 3.342)
H (3.650, -4.569, 4.481)
H (4.611, -6.503, 3.258)
H (5.343, -6.205, 0.908)
H (5.002, -4.028, -0.230)
O (2.365, 1.234, 0.441)
N (2.264, 0.694, -0.728)
O (3.238, 0.555, -1.512)
O (1.035, 0.481, -1.145)

Net charge: -2
<S²>: 2.015
E_HOMO (spin up / spin down): -0.317 / -0.680 eV
Spin multiplicity: 3

two | # C23H34NO3S2SbSeTi

C23H34NO3S2SbSeTi as an isolated structure (ωB97M-V with the def2-TZVPD basis set, the Open Molecules 2025 dataset).

Atoms and positions in Å:
Ti (-0.124, -0.649, 0.673)
C (2.525, 3.989, 1.499)
C (2.463, 2.701, 0.726)
C (2.238, 2.715, -0.656)
C (2.131, 1.543, -1.372)
C (2.254, 0.309, -0.725)
C (2.490, 0.280, 0.643)
C (2.576, 1.477, 1.359)
H (3.233, 4.689, 1.045)
H (2.826, 3.812, 2.532)
H (1.544, 4.468, 1.525)
H (2.114, 3.668, -1.160)
H (1.931, 1.578, -2.437)
H (2.230, -0.618, -1.285)
H (2.628, -0.663, 1.154)
H (2.712, 1.430, 2.433)
C (1.243, -3.535, 4.315)
C (1.041, -2.871, 2.965)
S (0.599, -1.164, 3.077)
C (1.163, -3.563, 1.818)
C (1.469, -5.039, 1.778)
S (0.921, -2.872, 0.198)
H (1.341, -2.769, 5.083)
H (2.139, -4.163, 4.345)
H (0.386, -4.162, 4.583)
H (1.714, -5.451, 2.758)
H (2.304, -5.238, 1.099)
H (0.609, -5.593, 1.385)
C (-1.598, 1.657, -3.493)
C (-2.301, 0.336, -3.186)
Sb (-0.995, -0.968, -2.076)
C (-1.879, -2.898, -2.453)
C (-3.194, -2.887, -3.223)
C (0.487, -1.158, -3.673)
C (-0.079, -1.461, -5.056)
H (-2.257, 2.353, -4.023)
H (-0.713, 1.504, -4.119)
H (-1.272, 2.146, -2.572)
H (-2.640, -0.159, -4.098)
H (-3.167, 0.494, -2.543)
H (-2.009, -3.332, -1.462)
H (-1.119, -3.498, -2.960)
H (-3.933, -2.274, -2.706)
H (-3.607, -3.898, -3.317)
H (-3.073, -2.489, -4.234)
H (1.151, -1.961, -3.340)
H (1.088, -0.244, -3.693)
H (-0.700, -2.361, -5.039)
H (0.707, -1.622, -5.803)
H (-0.708, -0.643, -5.416)
Se (-1.193, 1.857, 0.518)
C (-0.797, 2.953, 2.025)
C (-0.120, 2.468, 3.150)
C (0.179, 3.302, 4.217)
C (-0.192, 4.642, 4.205)
C (-0.882, 5.133, 3.102)
C (-1.179, 4.301, 2.031)
H (0.170, 1.425, 3.181)
H (0.709, 2.892, 5.071)
H (0.046, 5.290, 5.040)
H (-1.189, 6.174, 3.073)
H (-1.711, 4.692, 1.172)
O (-4.136, -2.089, 1.124)
N (-3.194, -1.518, 0.582)
O (-3.327, -0.981, -0.537)
O (-2.073, -1.488, 1.170)

Net charge: -2
<S²>: 2.007
E_HOMO (spin up / spin down): -0.330 / -0.704 eV
Spin multiplicity: 3

Which is the most stable structure? two is the most stable.

one | # C18H20N2O4

C18H20N2O4 in the gas phase (ωB97M-V with the def2-TZVPD basis set, the Open Molecules 2025 dataset).

Atoms and positions in Å:
C (-4.749, -2.506, -1.063)
O (-4.116, -1.110, -1.152)
C (-4.357, -0.488, -0.004)
C (-4.923, -1.123, 1.053)
C (-5.083, -0.218, 2.374)
C (-4.667, 1.046, 2.437)
C (-4.073, 1.686, 0.965)
C (-4.024, 0.898, -0.139)
C (-3.341, 1.378, -1.326)
C (-1.958, 1.335, -1.304)
N (-1.571, -0.246, -1.704)
N (-1.272, 2.234, -1.132)
O (0.268, 1.845, -1.098)
C (0.867, 1.212, -0.190)
O (0.307, 0.200, 0.233)
C (2.275, 1.385, -0.075)
O (3.052, 0.024, -0.162)
C (4.326, 0.115, 0.112)
C (5.260, 1.408, 0.094)
C (6.485, 1.219, 0.519)
C (7.040, -0.083, 0.427)
C (6.174, -1.113, 0.544)
C (4.929, -0.993, 0.202)
C (3.998, -2.263, 0.173)
H (-5.719, -2.520, -0.937)
H (-4.732, -2.915, -2.130)
H (-4.332, -3.301, -0.411)
H (-5.439, -1.891, 1.512)
H (-5.363, -0.606, 3.397)
H (-4.749, 1.933, 3.238)
H (-3.710, 2.726, 1.049)
H (-3.814, 0.954, -2.354)
H (-3.527, 2.522, -1.092)
H (-2.331, -0.859, -1.710)
H (-0.606, -0.274, -1.365)
H (2.521, 1.950, 0.598)
H (2.638, 2.081, -1.045)
H (4.741, 2.399, 0.013)
H (7.155, 2.021, 0.569)
H (8.064, -0.215, 0.821)
H (6.774, -2.027, 0.449)
H (4.596, -3.047, 0.029)
H (3.800, -2.379, -1.040)
H (3.188, -2.395, 0.625)

SMILES string: COc1ccccc1C/C(N)=N/OC(=O)COc1ccccc1C
E_HOMO: -8.164 eV

two | # C18H20N2O4

C18H20N2O4 in the gas phase (ωB97M-V with the def2-TZVPD basis set, the Open Molecules 2025 dataset).

Atoms and positions in Å:
N (1.662, 0.601, 1.168)
C (1.083, -0.393, 0.305)
C (1.620, -1.746, 0.516)
C (0.751, -2.702, 1.376)
C (0.846, -2.593, 2.829)
C (-0.063, -3.286, 3.548)
C (-1.212, -3.938, 3.126)
C (-1.373, -4.107, 1.731)
C (-0.305, -3.501, 0.916)
C (-0.506, -0.252, 0.488)
O (-1.122, -0.054, 1.528)
N (-1.105, -0.282, -0.736)
C (-1.073, -0.073, -2.171)
C (0.017, 1.043, -2.576)
C (0.040, 2.372, -1.903)
C (-1.099, 2.961, -1.414)
C (-1.150, 4.043, -0.521)
C (-0.054, 4.660, -0.057)
O (0.050, 5.747, 0.737)
C (1.156, 4.039, -0.480)
C (1.181, 3.052, -1.485)
C (-0.729, -1.336, -2.994)
O (-0.443, -1.349, -4.134)
O (-0.945, -2.490, -2.345)
H (1.928, 1.298, 0.526)
H (0.974, 0.947, 1.868)
H (1.079, -0.169, -0.693)
H (1.960, -2.165, -0.452)
H (2.584, -1.663, 1.113)
H (1.568, -1.978, 3.438)
H (0.126, -3.347, 4.685)
H (-1.885, -4.408, 3.721)
H (-2.274, -4.649, 1.129)
H (-0.377, -3.619, -0.127)
H (-1.998, -0.180, -0.380)
H (-2.042, 0.370, -2.575)
H (1.008, 0.493, -2.471)
H (0.015, 1.254, -3.683)
H (-2.024, 2.682, -1.676)
H (-2.077, 4.241, 0.068)
H (0.782, 5.520, 1.391)
H (2.179, 4.385, -0.166)
H (2.122, 2.672, -1.724)
H (-0.872, -2.096, -1.444)

SMILES string: N[C@@H](Cc1ccccc1)C(=O)N[C@@H](Cc1ccc(O)cc1)C(=O)O
E_HOMO: -9.137 eV

Which is the most stable structure? two is the most stable.